[1]
# C7H9PS

A cluster of 2 separate species, C7H9PS in total at a distorted geometry (ωB97M-V with the def2-TZVPD basis set, OMol25).

Structure (XYZ):
```
18
Properties=species:S:1:pos:R:3:lowdin_charge:R:1
C 3.059 0.491 0.174 -0.098
C 2.079 1.449 -0.076 -0.088
C 2.777 -0.862 0.458 -0.097
C 0.763 1.037 -0.270 -0.158
C 1.478 -1.266 0.284 -0.148
C 0.543 -0.333 -0.211 -0.557
C -3.879 0.120 0.310 -0.520
P -1.159 -0.995 -0.391 0.619
S -2.171 0.741 0.327 0.475
H 4.124 0.927 0.248 0.126
H 2.488 2.530 -0.178 0.137
H 3.445 -1.669 0.780 0.109
H 0.001 1.663 -0.536 0.022
H 1.358 -2.355 0.515 0.118
H -4.526 0.394 1.095 0.002
H -4.042 -1.037 0.401 0.073
H -4.507 0.341 -0.480 -0.009
H -1.833 -1.177 -2.448 -0.006
```

LUMO energy	-0.35	eV
gap between HOMO and LUMO	7.7	eV
strongest force on any atom	0.072	hartree/bohr
E_HOMO	-8.1	eV
energy relative to the best compared isomer or geometry (same formula, charge and spin)	2.449	eV
total charge	0

---

[2]
# C8H13NO3

An isolated molecule of C8H13NO3 at a distorted geometry (ωB97M-V with the def2-TZVPD basis set, OMol25).

Structure (XYZ):
```
25
Properties=species:S:1:pos:R:3:lowdin_charge:R:1
C -3.598 1.567 -0.003 -0.030
C -2.485 0.606 -0.010 -0.091
C -2.464 -0.987 -0.010 -0.229
O -3.464 -1.861 0.010 0.130
O -1.185 -1.330 -0.010 0.141
C -0.410 -0.221 -0.010 -0.185
C 1.090 -0.287 -0.004 -0.518
C 1.603 0.403 1.268 -0.034
C 1.620 0.458 -1.236 -0.034
C 1.539 -1.749 -0.035 -0.042
N -1.153 0.895 -0.005 -0.189
O -0.690 2.073 0.001 -0.070
H -3.660 2.067 0.965 0.087
H -3.418 2.332 -0.758 0.086
H -4.535 1.058 -0.205 0.082
H -3.108 -2.760 0.010 0.133
H 2.690 0.364 1.300 0.085
H 1.286 1.443 1.268 0.079
H 1.209 -0.084 2.157 0.089
H 2.705 0.507 -1.202 0.085
H 1.320 -0.050 -2.151 0.088
H 1.222 1.470 -1.246 0.077
H 2.625 -1.791 -0.083 0.090
H 1.210 -2.275 0.858 0.086
H 1.134 -2.257 -0.908 0.086
```

LUMO energy	0.30	eV
gap between HOMO and LUMO	8.0	eV
strongest force on any atom	0.144	hartree/bohr
SMILES	Cc1c(O)oc(C(C)(C)C)[n+]1[O-]
E_HOMO	-7.7	eV
energy relative to the best compared isomer or geometry (same formula, charge and spin)	3.674	eV
total charge	0

---

[3]
# C3H3NS2

A structure of composition C3H3NS2 at a distorted geometry (ωB97M-V with the def2-TZVPD basis set, OMol25).

Structure (XYZ):
```
9
Properties=species:S:1:pos:R:3:lowdin_charge:R:1
C 0.065 0.954 0.538 -0.885
C -0.839 -0.720 -0.136 -0.888
C 0.507 -0.156 -0.404 -0.114
N -1.123 0.430 0.580 0.025
S 0.762 2.289 1.179 0.651
S -1.757 -1.960 -0.375 0.767
H 0.395 0.222 -1.352 0.096
H 1.413 -0.768 -0.250 0.140
H -1.961 0.868 1.098 0.208
```

LUMO energy	-0.46	eV
gap between HOMO and LUMO	8.4	eV
strongest force on any atom	0.105	hartree/bohr
E_HOMO	-8.8	eV
energy relative to the best compared isomer or geometry (same formula, charge and spin)	0.595	eV
total charge	0

---

[4]
# C30H55N5O5S5

A cluster of 10 separate species, C30H55N5O5S5 in total at a distorted geometry (ωB97M-V with the def2-TZVPD basis set, OMol25).

Structure (XYZ):
```
100
Properties=species:S:1:pos:R:3:lowdin_charge:R:1
C 4.058 6.424 -2.973 -0.267
S 2.338 6.298 -3.560 0.849
O 1.807 7.650 -4.082 -0.582
C 2.801 5.411 -5.057 -0.294
H 4.646 5.686 -3.520 0.031
H 4.106 6.221 -1.903 0.044
H 4.578 7.357 -3.190 0.062
H 2.026 5.177 -5.788 0.056
H 3.453 4.569 -4.826 0.046
H 3.364 6.124 -5.660 0.055
C 5.747 -6.394 -2.564 -0.277
S 4.990 -4.959 -1.712 0.836
O 4.055 -4.293 -2.737 -0.591
C 3.803 -5.898 -0.595 -0.249
H 5.035 -6.914 -3.205 0.052
H 6.107 -7.116 -1.832 0.048
H 6.448 -6.075 -3.336 0.047
H 3.230 -5.207 0.024 0.043
H 4.217 -6.658 0.068 0.043
H 3.124 -6.463 -1.234 0.047
C 8.371 1.333 0.437 -0.251
S 8.330 3.012 1.281 0.851
O 7.057 2.957 2.092 -0.584
C 9.766 2.660 2.383 -0.275
H 8.107 0.485 1.070 0.056
H 9.398 1.185 0.105 0.032
H 7.716 1.377 -0.433 0.038
H 10.572 2.312 1.737 0.036
H 9.801 1.982 3.235 0.063
H 10.021 3.673 2.697 0.032
C -1.182 -1.423 -0.574 -0.229
S -0.778 0.457 -0.251 0.860
O -0.959 0.783 1.227 -0.608
C 1.143 0.259 -0.411 -0.242
H -0.747 -2.080 0.180 0.042
H -0.695 -1.644 -1.524 0.033
H -2.238 -1.657 -0.709 0.035
H 1.561 0.121 -1.408 0.037
H 1.494 -0.638 0.099 0.033
H 1.774 1.014 0.059 0.040
C -5.386 3.055 -5.545 -0.244
S -4.373 2.064 -6.816 0.839
O -3.499 1.120 -6.000 -0.581
C -5.929 1.328 -7.447 -0.281
H -5.989 3.788 -6.082 0.037
H -4.898 3.635 -4.761 0.049
H -6.094 2.314 -5.173 0.039
H -5.786 1.116 -8.507 0.037
H -6.774 2.009 -7.350 0.047
H -5.977 0.325 -7.023 0.058
N -5.366 9.076 0.504 0.024
C -5.005 7.838 0.025 -0.190
C -5.212 6.828 0.867 -0.107
C -5.898 7.444 1.943 -0.130
C -5.973 8.786 1.728 -0.142
H -5.087 9.940 0.063 0.145
H -4.512 7.830 -0.936 0.108
H -4.982 5.780 0.746 0.100
H -6.177 6.995 2.885 0.091
H -6.457 9.613 2.226 0.101
N -0.871 7.800 4.801 0.011
C -0.003 8.626 5.513 -0.124
C 1.240 8.014 5.491 -0.132
C 1.167 6.894 4.678 -0.131
C -0.138 6.770 4.313 -0.164
H -1.827 8.024 4.564 0.147
H -0.290 9.558 5.976 0.097
H 2.150 8.302 5.996 0.091
H 1.990 6.356 4.232 0.097
H -0.608 6.014 3.702 0.109
N -5.103 -7.756 -2.527 -0.001
C -6.047 -8.650 -2.995 -0.133
C -6.229 -8.463 -4.389 -0.106
C -5.419 -7.374 -4.708 -0.142
C -4.702 -6.975 -3.589 -0.139
H -4.847 -7.661 -1.554 0.145
H -6.488 -9.404 -2.361 0.096
H -6.767 -9.056 -5.114 0.089
H -5.261 -6.967 -5.695 0.089
H -3.903 -6.268 -3.420 0.101
N 3.202 -1.824 4.716 0.022
C 1.915 -1.931 5.172 -0.162
C 1.707 -3.162 5.748 -0.132
C 2.895 -3.944 5.624 -0.092
C 3.816 -2.981 5.200 -0.156
H 3.566 -0.972 4.314 0.147
H 1.227 -1.125 4.964 0.107
H 0.751 -3.576 6.030 0.087
H 3.120 -4.926 6.015 0.087
H 4.883 -3.115 5.102 0.092
N -2.500 -9.522 3.485 -0.005
C -2.513 -8.153 3.297 -0.148
C -3.781 -7.697 3.545 -0.139
C -4.604 -8.798 3.779 -0.123
C -3.823 -9.953 3.724 -0.106
H -1.684 -10.100 3.340 0.138
H -1.621 -7.694 2.897 0.103
H -4.040 -6.655 3.425 0.094
H -5.659 -8.627 3.932 0.091
H -3.979 -11.018 3.817 0.096
```

LUMO energy	0.18	eV
gap between HOMO and LUMO	8.0	eV
strongest force on any atom	0.077	hartree/bohr
E_HOMO	-7.8	eV
energy relative to the best compared isomer or geometry (same formula, charge and spin)	4.515	eV
total charge	0

---

[5]
# C4H5NO2

An isolated molecule of C4H5NO2 (ωB97M-V with the def2-TZVPD basis set, OMol25).

Structure (XYZ):
```
12
Properties=species:S:1:pos:R:3:lowdin_charge:R:1
O 2.830 0.487 -0.114 -0.062
C 1.809 0.825 0.498 -0.327
C 0.575 0.197 0.359 -0.221
C 0.104 -0.904 -0.526 -0.097
N -1.333 -0.539 -0.606 0.081
C -1.611 0.263 0.428 -0.143
O -0.574 0.680 1.041 0.091
H 1.812 1.676 1.217 0.119
H -1.838 -0.442 -1.473 0.150
H 0.581 -0.933 -1.508 0.130
H 0.173 -1.910 -0.077 0.121
H -2.599 0.543 0.770 0.157
```

LUMO energy (alpha / beta)	0.04 / 0.04	eV
gap between HOMO and LUMO (alpha / beta)	7.1 / 7.1	eV
strongest force on any atom	0.008	hartree/bohr
E_HOMO (alpha / beta)	-7.1 / -7.1	eV
energy relative to the best compared isomer or geometry (same formula, charge and spin)	3.150	eV
total charge	0

---

[6]
# C2H5N

An isolated molecule of C2H5N at a distorted geometry (ωB97M-V with the def2-TZVPD basis set, OMol25).

Structure (XYZ):
```
8
Properties=species:S:1:pos:R:3:lowdin_charge:R:1
C -0.830 -0.211 0.029 -0.187
C 0.274 0.762 0.036 -0.253
N 0.649 -0.632 -0.173 -0.003
H -1.378 -0.070 -0.917 0.086
H -1.579 -0.309 0.853 0.105
H 0.514 1.130 1.041 0.104
H 0.276 1.393 -0.838 0.094
H 0.957 -1.030 0.682 0.055
```

LUMO energy	1.26	eV
gap between HOMO and LUMO	11.0	eV
strongest force on any atom	0.052	hartree/bohr
SMILES	C1CN1
E_HOMO	-9.7	eV
energy relative to the best compared isomer or geometry (same formula, charge and spin)	1.239	eV
total charge	0

---

Number 1: energy -1011.54435 a.u.. Number 2: energy -592.99742 a.u.. Number 3: energy -967.19413 a.u.. Number 4: energy -3816.63968 a.u.. Number 5: energy -360.55364 a.u.. Number 6: energy -133.88789 a.u..